Run A
The following is a quantum chemistry calculation of an isolated ion of composition C2H5Cl3NO and charge +1, from OMol25.

Results
**Spin multiplicity**: 1
**LUMO**: -0.140 hartree
**Molar mass**: 165.43 g/mol
**SMILES**: [NH3+][C@H](O)C(Cl)(Cl)Cl
**Total charge**: +1

CARTESIAN COORDINATES (ANGSTROEM)
N 0.040 -0.999 -0.929
C -0.603 0.230 -0.362
O -0.288 1.293 -1.056
C 0.179 0.345 1.325
Cl -1.070 0.965 2.386
Cl 0.795 -1.217 1.925
Cl 1.578 1.418 1.075
H 0.000 -1.807 -0.174
H 1.084 -0.985 -1.281
H -0.537 -1.196 -1.794
H -1.711 0.116 -0.206
H 0.533 1.837 -0.910


Run B
The following is a quantum chemistry calculation of a 2-piece molecular cluster, C2H5Cl3NO overall, from OMol25.

Results
**Spin multiplicity**: 1
**LUMO**: -0.157 hartree
**Molar mass**: 165.43 g/mol
**Total charge**: +1

CARTESIAN COORDINATES (ANGSTROEM)
C -0.266 -1.637 0.500
C 0.882 2.424 -0.853
N -1.320 -1.046 0.266
O -0.343 -2.742 1.296
Cl -0.822 2.180 -0.357
Cl 1.491 0.726 -1.149
Cl 1.685 3.242 0.485
H 0.678 -1.210 0.162
H -1.104 -0.164 -0.171
H 0.515 -3.260 1.210
H -2.236 -1.295 0.472
H 0.838 2.783 -1.860


Quick one: most stable of them? run B


Run A
The following is a quantum chemistry calculation of one molecule with the formula C20H34N2O3, from OMol25.

Results
**Spin multiplicity**: 1
**LUMO**: 0.027 hartree
**Molar mass**: 350.50 g/mol
**SMILES**: CC[C@@H](C)[C@H]1CNCCN1CCCc1cc(OC)c(OC)c(OC)c1

CARTESIAN COORDINATES (ANGSTROEM)
C 0.163 0.139 -4.230
C 1.161 -0.737 -3.480
C 0.692 -2.191 -3.353
C 0.906 -2.968 -4.653
C 1.354 -2.895 -2.148
C 2.864 -3.087 -2.402
N 3.578 -3.727 -1.316
C 3.361 -2.977 -0.096
C 1.873 -2.811 0.198
N 1.193 -2.141 -0.900
C -0.178 -1.836 -0.514
C -0.249 -0.555 0.318
C -1.702 -0.154 0.597
C -1.757 1.088 1.440
C -1.687 0.991 2.820
C -1.704 2.129 3.619
O -1.669 2.097 4.987
C -1.639 0.848 5.630
C -1.770 3.394 3.019
O -1.844 4.569 3.728
C -0.801 4.827 4.645
C -1.834 3.488 1.620
O -1.891 4.755 1.125
C -2.020 4.926 -0.263
C -1.832 2.336 0.843
H 0.528 1.162 -4.288
H -0.799 0.148 -3.721
H 0.010 -0.222 -5.245
H 1.309 -0.336 -2.477
H 2.120 -0.708 -3.999
H -0.390 -2.186 -3.182
H 1.925 -2.868 -5.015
H 0.238 -2.590 -5.423
H 0.688 -4.025 -4.509
H 0.894 -3.902 -2.047
H 3.014 -3.690 -3.297
H 3.323 -2.107 -2.550
H 3.226 -4.675 -1.193
H 3.856 -3.488 0.733
H 3.817 -1.993 -0.229
H 1.745 -2.212 1.100
H 1.428 -3.811 0.386
H -0.782 -1.680 -1.405
H -0.630 -2.672 0.049
H 0.269 -0.683 1.270
H 0.253 0.246 -0.225
H -2.205 -0.976 1.112
H -2.216 0.017 -0.351
H -1.634 0.012 3.268
H -1.638 1.068 6.697
H -2.521 0.248 5.387
H -0.733 0.285 5.379
H -0.976 5.838 5.009
H 0.176 4.782 4.152
H -0.815 4.127 5.484
H -1.155 4.527 -0.804
H -2.077 6.002 -0.422
H -2.933 4.457 -0.645
H -1.882 2.398 -0.232


Run B
The following is a quantum chemistry calculation of one molecule with the formula C20H34N2O3, from OMol25.

Results
**Spin multiplicity**: 1
**LUMO**: 0.025 hartree
**Molar mass**: 350.50 g/mol
**SMILES**: COCC1CCN(C(=O)[C@H]2CCC(=O)N(C3CCCCCC3)C2)CC1

CARTESIAN COORDINATES (ANGSTROEM)
C 0.723 4.227 0.629
O 1.028 2.880 0.377
C 2.414 2.618 0.365
C 2.612 1.127 0.110
C 4.075 0.692 0.187
C 4.150 -0.846 0.129
N 2.921 -1.405 -0.409
C 2.235 -2.299 0.346
O 2.710 -2.758 1.368
C 0.828 -2.680 -0.099
C 0.402 -4.024 0.482
C -1.010 -4.338 0.009
C -1.992 -3.176 -0.017
O -3.172 -3.385 -0.239
N -1.507 -1.925 0.152
C -2.430 -0.794 0.060
C -2.299 0.126 1.278
C -3.509 1.049 1.433
C -3.367 2.394 0.715
C -2.702 2.326 -0.663
C -3.128 1.125 -1.511
C -2.240 -0.098 -1.292
C -0.129 -1.633 0.473
C 2.479 -0.713 -1.596
C 2.071 0.738 -1.269
H 1.101 4.543 1.609
H 1.150 4.881 -0.141
H -0.362 4.311 0.614
H 2.859 2.899 1.332
H 2.905 3.216 -0.420
H 2.048 0.595 0.882
H 4.533 1.047 1.110
H 4.621 1.135 -0.649
H 4.995 -1.167 -0.490
H 4.274 -1.271 1.126
H 0.740 -2.720 -1.186
H 1.088 -4.813 0.168
H 0.447 -3.968 1.571
H -1.461 -5.123 0.618
H -0.985 -4.716 -1.018
H -3.428 -1.246 0.075
H -1.388 0.723 1.227
H -2.232 -0.514 2.161
H -4.396 0.528 1.071
H -3.672 1.253 2.493
H -2.781 3.073 1.339
H -4.363 2.830 0.613
H -2.945 3.248 -1.195
H -1.616 2.305 -0.546
H -4.170 0.873 -1.313
H -3.054 1.399 -2.566
H -1.198 0.213 -1.406
H -2.451 -0.837 -2.069
H 0.108 -0.643 0.080
H 0.010 -1.605 1.563
H 3.326 -0.709 -2.291
H 1.662 -1.244 -2.079
H 0.989 0.863 -1.281
H 2.483 1.412 -2.021


Quick one: most stable of them? run B


Run A
The following is a quantum chemistry calculation of one molecule with the formula C22H26N2O4, from OMol25.

Results
**Spin multiplicity**: 1
**LUMO**: 0.026 hartree
**Molar mass**: 382.46 g/mol
**SMILES**: COc1ccc(C(=O)N2CCC(=O)N([C@H](CO)Cc3ccccc3)CC2)cc1

CARTESIAN COORDINATES (ANGSTROEM)
C -7.849 -0.196 -0.272
O -6.691 -0.157 -1.071
C -5.476 -0.207 -0.461
C -5.275 -0.264 0.914
C -3.988 -0.312 1.420
C -2.886 -0.284 0.576
C -1.524 -0.408 1.178
O -1.140 -1.457 1.667
N -0.762 0.717 1.216
C -1.094 1.948 0.543
C -0.323 2.125 -0.784
C 0.241 0.808 -1.306
O -0.168 0.320 -2.342
N 1.222 0.235 -0.566
C 1.745 -1.049 -1.008
C 1.746 -2.095 0.112
O 2.082 -3.341 -0.464
C 3.118 -0.916 -1.702
C 4.194 -0.327 -0.841
C 4.453 1.039 -0.866
C 5.429 1.589 -0.055
C 6.163 0.779 0.795
C 5.925 -0.585 0.817
C 4.950 -1.134 0.002
C 1.645 0.813 0.687
C 0.567 0.642 1.778
C -3.088 -0.239 -0.802
C -4.368 -0.199 -1.311
H -7.902 -1.119 0.314
H -8.687 -0.162 -0.967
H -7.904 0.666 0.401
H -6.107 -0.279 1.600
H -3.837 -0.369 2.488
H -0.868 2.779 1.221
H -2.167 1.948 0.348
H -0.998 2.501 -1.554
H 0.490 2.844 -0.673
H 1.046 -1.406 -1.773
H 0.748 -2.130 0.563
H 2.479 -1.841 0.892
H 1.785 -4.042 0.123
H 3.398 -1.923 -2.013
H 2.978 -0.299 -2.591
H 3.885 1.673 -1.533
H 5.622 2.652 -0.088
H 6.926 1.207 1.429
H 6.504 -1.224 1.468
H 4.778 -2.200 0.007
H 2.569 0.333 1.006
H 1.865 1.875 0.544
H 0.686 1.419 2.540
H 0.650 -0.338 2.251
H -2.248 -0.243 -1.478
H -4.538 -0.166 -2.375


Run B
The following is a quantum chemistry calculation of one molecule with the formula C22H26N2O4, from OMol25.

Results
**Spin multiplicity**: 1
**LUMO**: 0.009 hartree
**Molar mass**: 382.46 g/mol
**SMILES**: CC(=O)c1ccc(OCc2cc(C(=O)N3CC[C@@H]4CCCC[C@H]4C3)no2)cc1

CARTESIAN COORDINATES (ANGSTROEM)
C 1.451 3.946 -0.322
C 0.541 2.937 -0.977
O 0.917 2.256 -1.908
C -0.826 2.796 -0.426
C -1.261 3.419 0.745
C -2.523 3.174 1.240
C -3.390 2.305 0.577
O -4.594 2.060 1.175
C -5.159 0.770 1.001
C -4.117 -0.277 1.230
C -3.479 -1.144 0.390
C -2.414 -1.658 1.175
C -1.401 -2.602 0.622
O -1.767 -3.470 -0.154
N -0.112 -2.408 0.954
C 0.417 -1.381 1.821
C 1.192 -0.348 1.001
C 2.306 -1.032 0.208
C 3.079 -0.040 -0.660
C 4.168 -0.756 -1.453
C 3.562 -1.858 -2.316
C 2.795 -2.854 -1.451
C 1.701 -2.139 -0.662
C 0.915 -3.118 0.217
N -2.455 -1.144 2.378
O -3.502 -0.295 2.425
C -2.990 1.733 -0.629
C -1.721 1.973 -1.111
H 2.391 3.987 -0.866
H 1.648 3.650 0.707
H 0.987 4.929 -0.320
H -0.605 4.075 1.295
H -2.858 3.627 2.160
H -5.950 0.711 1.753
H -5.596 0.647 0.003
H -3.703 -1.401 -0.623
H -0.392 -0.918 2.384
H 1.096 -1.864 2.534
H 1.610 0.405 1.671
H 0.509 0.155 0.312
H 3.005 -1.494 0.917
H 3.526 0.729 -0.025
H 2.392 0.456 -1.348
H 4.696 -0.039 -2.084
H 4.893 -1.194 -0.762
H 4.350 -2.376 -2.867
H 2.881 -1.411 -3.043
H 2.350 -3.630 -2.078
H 3.484 -3.341 -0.756
H 1.001 -1.679 -1.369
H 0.424 -3.879 -0.392
H 1.588 -3.608 0.929
H -3.662 1.104 -1.190
H -1.393 1.516 -2.033


Quick one: most stable of them? run A


Run A
The following is a quantum chemistry calculation of one molecule with the formula C22H25N3O5S, from OMol25.

Results
**Spin multiplicity**: 1
**LUMO**: -0.016 hartree
**Molar mass**: 443.52 g/mol
**SMILES**: CCOC(CCn1c(SCc2cccc([N+](=O)[O-])c2)nc2ccccc2c1=O)OCC

CARTESIAN COORDINATES (ANGSTROEM)
C -5.118 0.215 -0.977
C -3.915 1.023 -1.450
O -2.702 0.636 -0.839
C -1.975 -0.405 -1.430
C -2.288 -1.810 -0.874
C -2.514 -1.830 0.645
N -1.683 -0.871 1.341
C -0.334 -1.009 1.405
S 0.320 -2.570 0.942
C 2.090 -2.289 1.284
C 2.681 -1.269 0.367
C 3.369 -0.175 0.881
C 3.922 0.778 0.041
C 3.798 0.651 -1.329
C 3.111 -0.444 -1.841
N 2.970 -0.582 -3.267
O 2.376 -1.553 -3.686
O 3.453 0.283 -3.968
C 2.550 -1.400 -1.007
N 0.496 -0.129 1.836
C -0.002 1.089 2.208
C 0.881 2.115 2.563
C 0.388 3.337 2.959
C -0.986 3.568 3.017
C -1.867 2.568 2.671
C -1.386 1.324 2.261
C -2.310 0.271 1.861
O -3.517 0.322 1.968
O -0.611 -0.188 -1.188
C -0.097 1.070 -1.601
C -0.011 1.220 -3.118
H -6.030 0.671 -1.353
H -5.070 -0.811 -1.331
H -5.140 0.219 0.110
H -3.816 0.966 -2.545
H -4.045 2.070 -1.162
H -2.171 -0.411 -2.523
H -1.438 -2.436 -1.144
H -3.178 -2.207 -1.362
H -2.322 -2.835 1.033
H -3.542 -1.543 0.878
H 2.179 -1.986 2.325
H 2.547 -3.268 1.136
H 3.467 -0.071 1.951
H 4.449 1.623 0.456
H 4.216 1.378 -2.008
H 2.006 -2.227 -1.438
H 1.941 1.927 2.511
H 1.072 4.128 3.229
H -1.355 4.532 3.333
H -2.936 2.717 2.702
H 0.899 1.103 -1.151
H -0.700 1.876 -1.168
H 0.366 0.303 -3.565
H 0.659 2.038 -3.367
H -0.987 1.434 -3.547


Run B
The following is a quantum chemistry calculation of one molecule with the formula C22H25N3O5S, from OMol25.

Results
**Spin multiplicity**: 1
**LUMO**: 0.010 hartree
**Molar mass**: 443.52 g/mol
**SMILES**: O=C(Nc1ccccc1C(=O)N1CCOCC1)c1cccc(S(=O)(=O)N2CCCC2)c1

CARTESIAN COORDINATES (ANGSTROEM)
O -0.190 1.986 -1.097
C -0.284 0.917 -0.527
N -0.515 -0.259 -1.163
C -0.542 -0.451 -2.553
C -1.461 -1.349 -3.085
C -1.504 -1.582 -4.446
C -0.623 -0.924 -5.289
C 0.299 -0.037 -4.764
C 0.347 0.219 -3.397
C 1.471 1.025 -2.821
O 2.224 0.518 -2.003
N 1.675 2.256 -3.334
C 0.724 3.021 -4.109
C 0.269 4.249 -3.304
O 1.368 5.027 -2.887
C 2.222 4.262 -2.067
C 2.774 3.060 -2.837
C -0.163 0.797 0.957
C 0.722 1.655 1.607
C 0.885 1.599 2.980
C 0.154 0.686 3.725
C -0.732 -0.151 3.077
S -1.693 -1.363 3.981
O -3.054 -1.307 3.534
O -1.430 -1.219 5.385
N -1.014 -2.770 3.331
C 0.236 -3.116 3.984
C -0.133 -4.013 5.180
C -1.571 -4.477 4.890
C -1.864 -3.939 3.483
C -0.903 -0.110 1.708
H -0.683 -1.078 -0.598
H -2.139 -1.867 -2.422
H -2.220 -2.283 -4.849
H -0.647 -1.110 -6.352
H 1.013 0.447 -5.414
H -0.144 2.412 -4.354
H 1.216 3.354 -5.032
H -0.352 4.898 -3.922
H -0.299 3.904 -2.431
H 3.029 4.926 -1.752
H 1.668 3.901 -1.189
H 3.387 2.430 -2.191
H 3.364 3.410 -3.691
H 1.283 2.359 1.012
H 1.578 2.266 3.470
H 0.246 0.617 4.798
H 0.748 -2.202 4.281
H 0.857 -3.652 3.261
H 0.558 -4.851 5.265
H -0.099 -3.436 6.102
H -1.677 -5.559 4.936
H -2.261 -4.027 5.602
H -2.900 -3.638 3.338
H -1.580 -4.663 2.713
H -1.642 -0.767 1.276


Quick one: most stable of them? run B


Run A
The following is a quantum chemistry calculation of one molecule with the formula C21H25N3O3, from OMol25.

Results
**Spin multiplicity**: 1
**LUMO**: 0.020 hartree
**Molar mass**: 367.45 g/mol
**SMILES**: CCOC(=O)c1ccc(NC(=O)CN2CCN(c3ccccc3)CC2)cc1

CARTESIAN COORDINATES (ANGSTROEM)
C 4.185 -5.144 -6.437
C 4.884 -4.670 -5.170
O 3.996 -3.941 -4.326
C 3.208 -4.659 -3.512
O 3.237 -5.865 -3.446
C 2.314 -3.806 -2.697
C 2.290 -2.419 -2.820
C 1.439 -1.658 -2.044
C 0.593 -2.278 -1.126
N -0.292 -1.570 -0.312
C -0.516 -0.220 -0.247
O 0.064 0.600 -0.913
C -1.600 0.108 0.779
N -1.860 1.524 0.864
C -0.770 2.261 1.480
C -1.078 3.757 1.393
N -2.326 4.091 2.043
C -2.369 4.392 3.398
C -1.244 4.331 4.226
C -1.314 4.707 5.554
C -2.502 5.150 6.106
C -3.624 5.225 5.297
C -3.561 4.860 3.968
C -3.396 3.328 1.439
C -3.110 1.824 1.537
C 0.615 -3.669 -1.002
C 1.466 -4.424 -1.779
H 4.902 -5.639 -7.086
H 3.750 -4.299 -6.965
H 3.396 -5.848 -6.182
H 5.280 -5.527 -4.614
H 5.691 -3.972 -5.403
H 2.944 -1.939 -3.530
H 1.422 -0.586 -2.143
H -0.847 -2.153 0.301
H -1.301 -0.328 1.755
H -2.521 -0.391 0.457
H 0.147 2.047 0.932
H -0.638 1.962 2.537
H -0.266 4.350 1.809
H -1.185 4.017 0.335
H -0.298 3.979 3.845
H -0.425 4.642 6.167
H -2.554 5.436 7.145
H -4.560 5.583 5.703
H -4.446 4.963 3.359
H -4.348 3.544 1.919
H -3.459 3.605 0.382
H -3.916 1.269 1.050
H -3.079 1.534 2.605
H -0.040 -4.153 -0.291
H 1.491 -5.499 -1.692


Run B
The following is a quantum chemistry calculation of one molecule with the formula C21H25N3O3, from OMol25.

Results
**Spin multiplicity**: 1
**LUMO**: 0.010 hartree
**Molar mass**: 367.45 g/mol
**SMILES**: O=C(NCCN1CCCCC1)/C(=C/c1ccco1)NC(=O)c1ccccc1

CARTESIAN COORDINATES (ANGSTROEM)
O -1.554 -0.087 -2.804
C -1.667 -0.120 -1.598
N -2.002 0.933 -0.823
C -1.911 2.287 -1.321
C -0.597 2.920 -0.841
N -0.573 2.916 0.613
C -1.016 4.154 1.224
C 0.035 5.271 1.181
C 1.332 4.786 1.823
C 1.792 3.500 1.140
C 0.671 2.457 1.202
C -1.592 -1.437 -0.855
C -2.714 -2.036 -0.415
C -2.819 -3.332 0.196
C -3.939 -3.986 0.653
C -3.501 -5.229 1.160
C -2.154 -5.255 0.983
O -1.727 -4.116 0.402
N -0.340 -2.019 -0.793
C 0.829 -1.320 -0.912
O 0.861 -0.105 -0.974
C 2.055 -2.159 -0.912
C 3.239 -1.580 -0.460
C 4.413 -2.309 -0.445
C 4.418 -3.620 -0.894
C 3.249 -4.195 -1.365
C 2.070 -3.472 -1.374
H -1.867 0.860 0.175
H -2.770 2.853 -0.951
H -1.939 2.241 -2.410
H 0.220 2.303 -1.217
H -0.501 3.926 -1.269
H -1.933 4.478 0.727
H -1.258 3.935 2.270
H 0.228 5.554 0.144
H -0.345 6.151 1.703
H 2.104 5.556 1.746
H 1.159 4.588 2.884
H 2.036 3.705 0.095
H 2.687 3.109 1.627
H 0.970 1.540 0.692
H 0.464 2.217 2.252
H -3.653 -1.520 -0.538
H -4.944 -3.619 0.623
H -4.107 -5.997 1.596
H -1.410 -5.991 1.215
H -0.308 -3.000 -0.551
H 3.217 -0.554 -0.124
H 5.325 -1.855 -0.088
H 5.335 -4.191 -0.887
H 3.258 -5.211 -1.731
H 1.174 -3.925 -1.773


Quick one: most stable of them? run A


Run A
The following is a quantum chemistry calculation of one molecule with the formula Br3OP, from OMol25.

Results
**Spin multiplicity**: 1
**LUMO**: -0.098 hartree
**Molar mass**: 286.69 g/mol

CARTESIAN COORDINATES (ANGSTROEM)
O 2.725 -1.177 -0.659
P -0.415 1.189 0.121
Br -1.222 0.756 2.196
Br 1.077 -1.113 -0.546
Br -2.165 0.345 -1.113


Run B
The following is a quantum chemistry calculation of one molecule with the formula Br3OP, from OMol25.

Results
**Spin multiplicity**: 1
**LUMO**: -0.057 hartree
**Molar mass**: 286.69 g/mol

CARTESIAN COORDINATES (ANGSTROEM)
O -1.385 0.709 0.704
P 1.820 -0.101 -0.863
Br 2.912 -1.488 0.311
Br -0.285 -0.516 0.462
Br 2.233 1.746 0.245


Quick one: most stable of them? run B


Run A
The following is a quantum chemistry calculation of a 2-piece molecular cluster, C2H3Cl2NO2 overall, from OMol25.

Results
**Spin multiplicity**: 1
**LUMO (spin up / spin down)**: -0.013 / -0.013 hartree
**Molar mass**: 143.96 g/mol

CARTESIAN COORDINATES (ANGSTROEM)
C -0.745 -0.367 0.178
C -0.982 0.608 1.353
N 0.208 -0.255 2.818
O -0.009 -1.411 3.083
O 1.105 0.490 3.151
Cl -0.162 2.102 1.292
Cl -2.575 0.581 1.820
H 0.314 -0.759 0.177
H -1.573 -1.106 0.061
H -0.925 0.311 -0.737


Run B
The following is a quantum chemistry calculation of a 2-piece molecular cluster, C2H3Cl2NO2 overall, from OMol25.

Results
**Spin multiplicity**: 1
**LUMO**: -0.035 hartree
**Molar mass**: 143.96 g/mol
**SMILES**: C=C(Cl)[N+](=O)[O-].Cl

CARTESIAN COORDINATES (ANGSTROEM)
C -0.490 -0.920 0.142
C -1.650 -0.300 0.444
Cl -2.494 -0.442 1.972
N -2.480 0.431 -0.509
O -2.000 0.426 -1.615
O -3.572 0.758 -0.125
H -0.009 -1.357 1.006
H 0.132 -0.907 -0.702
Cl -0.034 2.888 -1.201
H -1.333 3.020 -1.265


Quick one: most stable of them? run B